# 1
20
Properties=species:S:1:pos:R:3 method="wB97M-V/def2-TZVPD" e_above_lowest_kj_mol=573.1 e_lumo_ev="-0.53 / -0.53" e_homo_ev="-9.26 / -9.26" energy_ev=-26869.92895 orbital_gap_ev="8.73 / 8.73" multiplicity=1
S 0.3019 2.1130 -0.3225
O 0.6381 0.2513 3.5492
O 2.8320 2.0826 0.1330
O -0.8545 1.8179 0.4607
N 1.8385 1.5310 0.6966
C 0.4855 0.8489 -1.5704
C -0.4342 -0.1606 -1.9618
C 1.8816 0.8828 1.7793
C -0.5050 -1.5147 0.7470
C 0.2334 -0.9854 1.5493
C -1.4117 -1.8591 -0.3212
C 0.8430 0.0646 2.3836
C -1.6410 -0.6034 -1.1460
H -0.2497 -0.8412 -2.7714
H -2.3928 -2.0814 0.0187
H 2.8223 0.7631 2.2048
H -2.1114 0.1466 -0.4613
H 1.2869 1.0945 -2.2705
H -2.4425 -0.6614 -1.9852
H -1.1204 -2.8892 -0.7118

***

# 2
17
Properties=species:S:1:pos:R:3 method="wB97M-V/def2-TZVPD" e_above_lowest_kj_mol=347.4 e_lumo_ev=0.44 e_homo_ev=-8.43 energy_ev=-20729.62556 orbital_gap_ev=8.87 multiplicity=1
S -2.7930 -0.9070 -0.2264
N -1.9463 1.6554 -0.4706
C -1.0110 -0.5634 0.1188
C -0.8090 0.8616 0.0228
C 1.1442 1.3387 -0.5152
C -0.7788 0.2985 1.3973
C -0.0051 -1.5107 -0.3673
C 1.2630 -1.0848 -0.5684
C -2.9559 0.8473 -0.5713
C 1.8330 0.1903 -0.5961
H -0.3155 -2.4213 -0.6886
H -1.5061 0.5378 2.0377
H 2.8875 0.2526 -0.8801
H 0.1861 0.3358 1.7962
H -3.9000 1.2026 -0.9728
H 1.9152 -1.9697 -0.9996
H 1.4326 2.2845 -0.6074